{
  "formula": "C30H39CeN3OS",
  "method": "ωB97M-V/def2-TZVPD",
  "max_force_ev_per_a": 2.44,
  "total_charge": -1,
  "e_homo_ha": [-0.059, -0.120],
  "spin_multiplicity": 2,
  "species": ["Ce", "N", "N", "C", "C", "C", "C", "H", "H", "H", "C", "C", "H", "H", "H", "C", "C", "H", "H", "H", "C", "H", "H", "H", "C", "H", "H", "H", "C", "H", "C", "H", "C", "H", "C", "H", "C", "C", "H", "C", "C", "H", "C", "H", "N", "C", "C", "C", "H", "C", "C", "H", "H", "H", "C", "H", "C", "C", "H", "H", "H", "C", "H", "H", "H", "C", "S", "C", "O", "H", "H", "H", "H", "H", "H"],
  "xyz": [[0.230, 0.722, 0.355], [-2.520, 1.365, 3.534], [-2.313, 0.358, -0.476], [1.884, -1.170, -0.447], [0.904, -1.825, 0.381], [1.087, -1.363, 1.730], [0.293, -1.785, 2.921], [-0.429, -2.565, 2.656], [-0.269, -0.940, 3.353], [0.943, -2.167, 3.720], [2.182, -0.433, 1.738], [2.720, 0.284, 2.925], [3.604, -0.220, 3.344], [1.963, 0.346, 3.718], [3.008, 1.313, 2.670], [2.668, -0.307, 0.396], [3.775, 0.596, -0.032], [3.603, 1.627, 0.314], [3.871, 0.616, -1.123], [4.738, 0.267, 0.384], [-0.060, -2.883, -0.044], [0.300, -3.881, 0.250], [-0.200, -2.889, -1.132], [-1.046, -2.741, 0.422], [2.117, -1.430, -1.897], [2.461, -0.527, -2.419], [1.197, -1.764, -2.390], [2.878, -2.214, -2.047], [-2.691, 2.462, 4.256], [-2.621, 2.378, 5.350], [-2.909, 3.748, 3.710], [-3.023, 4.613, 4.366], [-2.962, 3.854, 2.321], [-3.170, 4.810, 1.828], [-2.728, 2.723, 1.541], [-2.726, 2.713, 0.452], [-2.419, 1.485, 2.173], [-1.950, 0.338, 1.439], [-2.397, -0.629, 1.694], [-1.348, 0.443, -1.383], [-3.506, 0.010, -1.093], [-4.420, -0.072, -0.532], [-3.258, -0.166, -2.411], [-3.917, -0.425, -3.219], [-1.891, 0.087, -2.607], [-1.105, -0.268, -3.717], [-1.208, -1.566, -4.272], [-0.309, -1.925, -5.281], [-0.397, -2.913, -5.746], [0.692, -1.054, -5.713], [1.565, -1.397, -6.876], [2.574, -0.991, -6.742], [1.162, -0.968, -7.804], [1.631, -2.480, -7.014], [0.853, 0.167, -5.057], [1.668, 0.835, -5.356], [-0.015, 0.566, -4.046], [0.234, 1.852, -3.318], [-0.675, 2.282, -2.887], [0.662, 2.579, -4.021], [0.988, 1.739, -2.512], [-2.167, -2.576, -3.722], [-3.216, -2.273, -3.829], [-1.976, -2.808, -2.660], [-2.035, -3.513, -4.278], [1.301, -0.391, 6.377], [-0.084, 0.448, 5.585], [0.655, 2.079, 5.356], [0.518, 2.309, 1.254], [1.918, -0.905, 5.628], [0.864, -1.137, 7.052], [1.899, 0.318, 6.961], [0.587, 2.363, 4.296], [0.064, 2.781, 5.960], [1.699, 2.089, 5.693]],
  "mulliken_charge": [0.29, -0.43, 0.24, 0.67, 0.40, 0.41, -0.69, 0.39, -0.24, 0.25, 0.79, -0.49, 0.36, -0.68, 0.33, 0.13, -1.77, 0.34, 0.37, 0.35, -1.56, 0.33, 0.29, 0.31, -1.01, 0.20, 0.00, 0.30, -0.32, 0.46, -0.48, 0.36, -0.56, 0.36, -0.29, 0.33, 0.41, -0.40, 0.54, -0.70, -1.44, 0.50, -0.44, 0.77, 0.48, 0.12, 1.27, -1.00, 0.27, 0.90, -1.56, 0.37, 0.30, 0.37, -0.72, 0.35, 1.12, -1.81, 0.29, 0.63, 0.10, -1.69, 0.39, 0.23, 0.39, -0.84, 0.02, -0.80, -0.86, 0.21, 0.35, 0.29, 0.10, 0.36, 0.40]
}